Density functional theory data (wB97M-V/def2-TZVPD) for a molecular structure, C31H26N7O6V.

CARTESIAN COORDINATES (ANGSTROEM)
V  0.5006  0.1676  0.1820
C  -2.1578  0.6297  3.2642
O  -1.8567  -0.4565  4.1208
C  -0.8514  -1.3621  3.8172
C  -0.4584  -2.1692  4.8164
C  0.5200  -3.2083  4.6395
C  1.1381  -3.3090  3.4322
C  0.8137  -2.4761  2.3366
C  1.5924  -2.4945  1.1778
N  1.4971  -1.6404  0.1873
N  2.2467  -1.9281  -0.9362
C  2.0191  -1.0293  -1.8404
O  1.2232  -0.0154  -1.6700
C  2.6691  -1.1911  -3.1652
C  3.5131  -2.2674  -3.4424
C  4.0973  -2.3991  -4.6908
C  3.8507  -1.4587  -5.6861
C  3.0165  -0.3836  -5.4146
C  2.4318  -0.2490  -4.1631
C  -0.3296  -1.4686  2.3937
O  -1.1614  -2.6254  0.2439
H  -3.0976  1.0387  3.6420
H  -2.2944  0.3324  2.2236
H  -1.3828  1.3981  3.2858
H  -0.9223  -2.0182  5.7859
H  0.7869  -3.8462  5.4718
H  1.9437  -4.0251  3.2871
H  2.3497  -3.2735  1.0780
H  3.6931  -2.9894  -2.6575
H  4.7531  -3.2387  -4.8929
H  4.3107  -1.5622  -6.6623
H  2.8255  0.3598  -6.1801
H  1.7893  0.5887  -3.9274
C  -1.0400  3.9142  -1.2513
C  -1.0765  2.4485  -0.8852
O  -0.1454  2.0564  -0.1240
C  -2.1237  1.6599  -1.3447
C  -2.3875  0.3509  -0.8925
C  -3.7633  -0.2029  -1.1848
N  -1.5115  -0.3504  -0.2049
N  -2.1066  -1.5095  0.3271
C  -1.4809  -2.0759  1.4984
O  0.1035  -0.2037  1.9778
C  -2.4313  -2.9512  2.2707
C  -2.0680  -4.2602  2.5647
C  -2.9281  -5.0786  3.2790
C  -4.1638  -4.6002  3.6966
C  -4.5353  -3.2991  3.3847
C  -3.6741  -2.4798  2.6706
H  -0.0048  4.2125  -1.4115
H  -1.4330  4.5000  -0.4171
H  -1.6364  4.1266  -2.1383
H  -2.8652  2.1233  -1.9805
H  -4.2297  0.3824  -1.9770
H  -4.3923  -0.1406  -0.2949
H  -3.7139  -1.2505  -1.4694
H  -1.0982  -4.6169  2.2430
H  -2.6289  -6.0920  3.5190
H  -4.8354  -5.2392  4.2582
H  -5.5004  -2.9197  3.7004
H  -3.9621  -1.4634  2.4289
N  2.0654  1.6451  2.8464
C  2.5154  1.9611  1.6041
O  2.3577  1.1530  0.6573
C  3.2039  3.2091  1.4388
C  3.6554  3.6464  0.1760
N  4.0360  4.0656  -0.8331
C  3.3860  4.0692  2.5356
N  3.5285  4.7474  3.4664
H  2.0412  2.3563  3.5561
H  1.4143  0.8632  2.8886

The total energy comes out at -80973.5441 eV. The value obtained for the HOMO energy (spin up / spin down) is -0.65 / -0.85 eV. Its strongest force on any atom is 0.58 eV/A. The multiplicity is 3. Its net charge is -2.

Mulliken population analysis, charges in e, atoms 1 to 4:
1. V -0.52
2. C -0.35
3. O -0.46
4. C -1.43

Density functional theory data (wB97M-V/def2-TZVPD) for a molecular structure, C31H26N9O2Ru.

CARTESIAN COORDINATES (ANGSTROEM)
Ru  -0.0725  0.4256  0.7201
O  0.9728  -4.8882  -0.4156
C  0.8960  -4.8210  -1.7494
C  1.3422  -5.9028  -2.5079
C  1.2946  -5.8736  -3.8922
C  0.8037  -4.7524  -4.5407
C  0.3397  -3.6810  -3.7994
C  0.3739  -3.6839  -2.4074
C  -0.1865  -2.5029  -1.6738
O  -0.8023  -1.6195  -2.2787
N  0.0254  -2.6113  -0.3490
N  -0.3752  -1.6930  0.5427
C  -0.6174  -2.1534  1.7653
C  -1.0450  -1.2972  2.7775
C  -1.3232  -1.7587  4.0931
C  -1.7298  -0.8937  5.0630
C  -1.8330  0.4779  4.7348
C  -1.5496  0.8762  3.4442
N  -1.1994  0.0539  2.4631
H  0.5761  -3.9260  -0.1221
H  1.7217  -6.7725  -1.9857
H  1.6421  -6.7312  -4.4610
H  0.7876  -4.7275  -5.6242
H  -0.0608  -2.8071  -4.2934
H  -0.4922  -3.2197  1.9616
H  -1.1802  -2.8094  4.3095
H  -1.9614  -1.2259  6.0679
H  -2.0991  1.2106  5.4824
H  -1.6298  1.9271  3.1969
N  3.3582  -1.0118  -1.0826
C  2.6728  -0.7960  -2.2939
C  1.5561  -0.0741  -2.0209
N  1.4528  0.1484  -0.6874
C  2.5095  -0.4838  -0.1036
C  2.6212  -0.5346  1.2748
N  1.6075  -0.0836  2.0603
C  2.0381  -0.1771  3.3366
C  3.3030  -0.6779  3.3889
N  3.6778  -0.9847  2.0710
H  3.8198  -1.8947  -0.9130
H  3.0619  -1.1768  -3.2167
H  0.7955  0.2681  -2.6946
H  1.4080  0.1173  4.1573
H  3.9490  -0.9173  4.2121
H  4.6313  -0.9527  1.7474
N  -1.2098  0.9151  -0.6918
C  -1.1324  1.8394  -1.5997
C  0.0329  2.6611  -1.7887
C  0.0987  3.5956  -2.7873
C  -0.9734  3.8180  -3.6464
C  -2.1283  3.0625  -3.4729
C  -2.2105  2.1002  -2.5005
H  0.8677  2.5223  -1.1145
H  1.0070  4.1772  -2.9169
H  -0.9108  4.5623  -4.4312
H  -2.9781  3.2419  -4.1259
H  -3.1104  1.5170  -2.3765
N  0.0545  2.2853  1.2129
C  -0.8562  3.2106  1.2204
C  -0.5484  4.6003  1.3468
C  -1.5269  5.5565  1.4423
C  -2.8756  5.2217  1.4252
C  -3.2190  3.8799  1.2719
C  -2.2633  2.9085  1.1577
H  0.4933  4.8885  1.3356
H  -1.2386  6.5993  1.5311
H  -3.6421  5.9817  1.5117
H  -4.2670  3.5958  1.2274
H  -2.5446  1.8713  1.0121

The total energy comes out at -52653.5937 eV. The value obtained for the HOMO energy (spin up / spin down) is 0.75 / 0.82 eV. Its strongest force on any atom is 2.67 eV/A. The multiplicity is 2. Its net charge is -2.

Mulliken population analysis, charges in e, atoms 1 to 4:
1. Ru -1.53
2. O -0.77
3. C 0.27
4. C -0.68